Entry 1:
Computed, not measured: C5H6O as an isolated structure, with ωB97M-V with the def2-TZVPD basis set.

Each line ends with the natural charge from an NBO analysis.
CARTESIAN COORDINATES (ANGSTROEM)
C  1.752948  -0.351482  -0.022976  -0.418
C  -0.888942  -0.510150  0.682836  -0.300
C  -0.326774  0.869316  0.426494  0.028
O  -1.469118  1.128586  -0.437725  -0.496
C  -1.729877  -0.228917  -0.311651  0.109
C  0.791344  0.431479  -0.484807  -0.175
H  2.353807  -0.983057  -0.665695  0.208
H  1.909172  -0.424468  1.050211  0.189
H  -0.488128  -1.383827  1.167773  0.227
H  -0.142461  1.635486  1.187283  0.208
H  -2.320167  -0.752552  -1.049600  0.199
H  0.558201  0.569585  -1.542142  0.222

Cartesian forces (eV/Å) of the 6 atoms listed first:
0.53 0.24 -0.22
-0.86 -0.08 0.11
0.36 0.10 0.10
0.11 0.02 -0.38
-0.69 -0.30 0.35
0.60 0.12 0.01

Properties
E_tot = -7326.0389 eV
Frontier orbital gap = 9.7 eV
Energy above the lowest of the compared OMol25 structures with the same formula, charge and spin = 313.2 kJ/mol
HOMO = -8.55 eV
2S+1 = 1

=====

Entry 2:
Computed, not measured: C50H42BiN4O4P2 as an isolated structure, with ωB97M-V with the def2-TZVPD basis set.

Each line ends with the Mulliken charge.
CARTESIAN COORDINATES (ANGSTROEM)
Bi  1.109970  0.010164  -0.099858  3.097
O  3.097554  -3.359041  1.436691  -0.649
C  2.951566  -2.149816  1.389725  -0.591
N  2.681730  -1.482708  0.220308  0.401
C  3.078307  -2.242774  -0.963422  -0.766
C  3.345506  -1.331835  -2.126545  0.504
C  4.155723  -1.736409  -3.182264  -1.057
C  4.324342  -0.892309  -4.263009  -0.473
C  3.670730  0.335837  -4.272305  -0.696
C  2.885732  0.662766  -3.187123  -0.331
N  2.737806  -0.147523  -2.133251  0.450
C  3.262570  -1.345425  2.624490  0.752
C  2.835976  -1.809365  3.857064  -0.314
C  3.284642  -1.158789  4.994697  -0.561
C  4.183344  -0.115049  4.853682  -0.610
C  4.553799  0.270025  3.578872  -0.367
N  4.090007  -0.308517  2.469534  -0.350
H  2.338296  -2.986374  -1.276728  0.057
H  3.978629  -2.812354  -0.725487  0.741
H  4.642329  -2.701784  -3.144304  0.565
H  4.955996  -1.183751  -5.091563  0.456
H  3.768514  1.021747  -5.101370  0.499
H  2.337783  1.598740  -3.154284  0.073
H  2.171901  -2.660751  3.909465  0.450
H  2.953985  -1.473670  5.975154  0.462
H  4.581038  0.405486  5.713121  0.420
H  5.252291  1.087083  3.434750  0.495
N  2.779460  1.617631  0.501373  -0.698
C  2.349699  2.280736  1.739798  -0.596
C  1.518585  1.342983  2.617900  1.050
O  1.367246  1.589994  3.786244  -0.668
O  0.972406  0.311296  2.009783  -1.025
H  3.572370  0.995965  0.704899  0.377
H  3.044827  2.270114  -0.227662  0.309
H  1.718340  3.133388  1.489105  0.060
H  3.194662  2.639758  2.323615  0.449
O  -2.717749  0.303607  -0.503511  0.450
C  -3.463074  1.206322  0.231777  0.139
C  -4.733809  0.941077  0.717053  -0.813
C  -5.415205  1.934232  1.408185  -0.839
C  -4.838133  3.179702  1.613516  -1.050
C  -3.545934  3.411259  1.163513  -0.613
C  -2.832546  2.427821  0.481731  -0.259
P  -1.068281  2.608260  0.075976  1.734
C  -1.018516  3.033252  -1.693812  0.392
C  -2.119850  2.923411  -2.535656  -0.780
C  -1.985032  3.143304  -3.901112  -0.755
C  -0.753730  3.482034  -4.438110  -0.676
C  0.354805  3.596290  -3.606519  -0.743
C  0.221764  3.360036  -2.248099  -0.242
C  -0.638243  4.170533  0.911050  -0.156
C  -0.489043  4.099757  2.298252  -0.208
C  -0.156376  5.228301  3.027591  -0.885
C  0.037887  6.440924  2.377263  -0.597
C  -0.112389  6.520495  1.000758  -0.680
C  -0.455639  5.390587  0.268011  -0.464
C  -3.314878  -0.837288  -1.024231  -0.941
C  -4.390476  -0.736461  -1.901319  -0.118
C  -4.951799  -1.886098  -2.423862  -0.693
C  -4.437299  -3.138677  -2.084769  -1.101
C  -3.335142  -3.222061  -1.256012  -0.372
C  -2.754410  -2.071055  -0.711732  0.694
P  -1.140428  -2.162775  0.121684  1.774
C  -1.336659  -3.354684  1.469117  0.374
C  -0.177811  -3.857348  2.063386  -0.475
C  -0.265906  -4.697960  3.161538  -0.997
C  -1.509174  -5.023327  3.688832  -0.716
C  -2.661097  -4.506891  3.116631  -0.705
C  -2.578681  -3.671668  2.011090  -0.975
C  -0.249360  -3.060665  -1.209950  1.226
C  -0.030741  -2.327842  -2.380570  -0.859
C  0.625219  -2.893205  -3.463092  -0.603
C  1.073708  -4.205337  -3.386133  -0.749
C  0.846652  -4.945546  -2.234198  -0.735
C  0.186842  -4.379784  -1.150172  -0.709
H  -5.193193  -0.025828  0.568752  0.558
H  -6.407799  1.726854  1.786025  0.426
H  -5.377461  3.956041  2.137812  0.438
H  -3.075302  4.363811  1.363526  0.547
H  -3.089483  2.673838  -2.124125  0.412
H  -2.851305  3.060057  -4.544303  0.453
H  -0.655483  3.668380  -5.499287  0.413
H  1.314609  3.880689  -4.019468  0.518
H  1.087882  3.464757  -1.598410  0.582
H  -0.626914  3.155939  2.814901  0.599
H  -0.038423  5.156581  4.100620  0.453
H  0.306011  7.322804  2.943924  0.395
H  0.030579  7.465848  0.493830  0.427
H  -0.585243  5.467384  -0.804363  0.425
H  -4.776017  0.243073  -2.156739  0.537
H  -5.790893  -1.812269  -3.102700  0.455
H  -4.881271  -4.038302  -2.488233  0.477
H  -2.902081  -4.189579  -1.031801  0.472
H  0.802888  -3.612267  1.669038  0.212
H  0.638669  -5.094389  3.603540  0.564
H  -1.577977  -5.675657  4.549298  0.407
H  -3.629899  -4.753481  3.530426  0.436
H  -3.484767  -3.272869  1.573488  0.403
H  -0.422554  -1.316857  -2.472515  0.367
H  0.779964  -2.314866  -4.365308  0.465
H  1.587525  -4.653237  -4.226623  0.422
H  1.181119  -5.973122  -2.176828  0.464
H  0.019695  -4.971338  -0.259666  0.480

Cartesian forces (eV/Å) of the 6 atoms listed first:
-0.01 0.18 0.00
-0.01 -0.11 0.05
0.12 0.10 0.01
-0.03 0.03 -0.02
-0.03 -0.04 -0.04
0.06 -0.09 -0.03

Properties
E_tot = -91096.6372 eV
Net charge = +1
Frontier orbital gap = 8.1 eV
Energy above the lowest of the compared OMol25 structures with the same formula, charge and spin = 73.2 kJ/mol
HOMO = -10.45 eV
2S+1 = 1

=====

Entry 3:
Computed, not measured: an isolated ion of composition C3H7OS2 and charge -1, with ωB97M-V with the def2-TZVPD basis set.

Each line ends with the natural charge from an NBO analysis.
CARTESIAN COORDINATES (ANGSTROEM)
O  1.807835  0.137568  -1.607534  -0.952
C  1.051911  1.183872  -1.224967  -0.003
C  0.306037  0.894851  0.207938  -0.477
C  -0.401323  -0.458031  0.029973  -0.545
S  -0.135332  -1.281084  1.651153  0.081
S  -1.430562  -2.852484  1.765477  -0.206
H  0.310742  1.289072  -2.058931  0.086
H  1.532633  2.160048  -0.990175  0.077
H  -0.290095  1.767412  0.489007  0.176
H  1.160695  0.820311  0.885602  0.194
H  0.182825  -0.976014  -0.737836  0.271
H  -1.427476  -0.356908  -0.313141  0.200
H  -2.667888  -2.328618  1.903437  0.097

Cartesian forces (eV/Å) of the 6 atoms listed first:
0.53 0.45 0.57
-0.40 -1.44 0.21
0.59 -0.05 -2.01
0.88 0.52 0.42
-0.78 0.51 -0.21
-0.13 -0.84 -0.25

Properties
E_tot = -26941.9168 eV
Net charge = -1
SMILES = [O-]CCCSS
Frontier orbital gap = 5.5 eV
Energy above the lowest of the compared OMol25 structures with the same formula, charge and spin = 86.1 kJ/mol
HOMO = -2.58 eV
2S+1 = 1

=====

Entry 4:
Computed, not measured: a 2-piece molecular cluster, C5H13NO overall, with ωB97M-V with the def2-TZVPD basis set.

Each line ends with the natural charge from an NBO analysis.
CARTESIAN COORDINATES (ANGSTROEM)
C  -1.300337  -0.926822  2.899092  -0.621
C  -0.996572  -1.125252  1.437974  -0.303
C  -1.155104  -0.268698  0.428729  0.010
N  -0.902244  -0.609455  -0.888211  -0.619
C  -0.946320  0.327141  -1.987711  -0.206
C  0.357920  1.122105  -2.119910  -0.622
H  -1.866526  -0.013000  3.083418  0.204
H  -1.898378  -1.775208  3.241328  0.207
H  -0.405244  -0.863842  3.501022  0.203
H  -0.540332  -2.083982  1.213479  0.181
H  -1.439651  0.773739  0.514273  0.187
H  -0.488007  -1.497329  -1.120307  0.381
H  -1.809828  0.998483  -1.869119  0.185
H  -1.160695  -0.230083  -2.903987  0.191
H  0.410016  1.807231  -1.262349  0.202
H  0.504864  1.708553  -3.013985  0.208
H  1.188535  0.429270  -2.040131  0.213
O  3.880567  0.698617  0.019117  -0.939
H  4.822374  0.482555  -0.042198  0.469
H  3.744954  1.045984  0.909479  0.471

Cartesian forces (eV/Å) of the 6 atoms listed first:
-0.41 0.22 -0.58
0.22 0.19 0.51
0.48 -0.41 -0.50
-0.23 0.06 -0.55
-0.07 0.33 -0.31
-0.17 0.01 0.89

Properties
E_tot = -8932.5561 eV
SMILES = C/C=C/NCC.O
Frontier orbital gap = 8.1 eV
Energy above the lowest of the compared OMol25 structures with the same formula, charge and spin = 140.4 kJ/mol
HOMO = -7.26 eV
2S+1 = 1

=====

Entry 5:
Computed, not measured: C10H20O2S as an isolated structure, with ωB97M-V with the def2-TZVPD basis set.

Each line ends with the natural charge from an NBO analysis.
CARTESIAN COORDINATES (ANGSTROEM)
C  -2.983375  1.485347  -0.518331  -0.085
C  -1.903180  0.752076  -0.161472  -0.342
C  -4.447063  1.040037  -0.772465  -0.646
C  3.176820  -3.116274  -0.157085  -0.601
C  -0.456506  0.062500  2.877480  -0.868
C  1.073542  3.332094  -0.476219  -0.806
C  2.121985  -2.052489  0.061822  -0.397
C  1.987064  -1.090777  -1.172054  -0.474
C  0.680127  -0.333624  -1.055392  0.121
C  -0.641747  1.359207  0.098165  0.059
O  -1.505083  3.713043  0.784071  -0.951
O  0.539238  0.746318  -0.283293  -0.464
S  -0.209857  2.970372  0.862573  1.224
H  -2.829603  2.503228  -0.616473  0.213
H  -1.959795  -0.327886  0.156799  0.214
H  -4.828720  0.840701  -1.778613  0.225
H  -5.094543  1.801571  -0.348373  0.218
H  -4.613782  0.229279  -0.221046  0.205
H  2.953514  -3.948421  0.480637  0.218
H  3.208195  -3.315376  -1.323052  0.190
H  4.154465  -2.667248  0.018523  0.204
H  0.062086  0.288685  3.937371  0.213
H  0.494333  -0.129971  2.218879  0.208
H  -1.025267  -0.801623  3.043225  0.212
H  0.591481  3.121089  -1.447292  0.234
H  2.076995  3.003035  -0.334087  0.242
H  1.118069  4.446107  -0.396391  0.226
H  1.180662  -2.538543  0.344070  0.196
H  2.409680  -1.534170  0.989353  0.202
H  2.808587  -0.287798  -1.003319  0.215
H  2.168719  -1.670916  -2.087367  0.228
H  -0.259067  -0.954626  -1.117685  0.146
H  -0.831946  1.285155  2.404159  0.220

Cartesian forces (eV/Å) of the 6 atoms listed first:
-1.09 -2.04 -0.71
-0.93 -0.49 0.89
1.55 2.98 -0.76
0.28 0.92 -2.91
4.27 5.30 0.27
-2.34 2.70 -0.26

Properties
E_tot = -25616.9495 eV
Frontier orbital gap (alpha / beta) = 7.4 / 7.7 eV
Energy above the lowest of the compared OMol25 structures with the same formula, charge and spin = 587.4 kJ/mol
HOMO (alpha / beta) = -7.27 / -7.12 eV
2S+1 = 1

=====

Entry 6:
Computed, not measured: C6H12O as an isolated structure, with ωB97M-V with the def2-TZVPD basis set.

Each line ends with the natural charge from an NBO analysis.
CARTESIAN COORDINATES (ANGSTROEM)
C  1.871781  -0.901882  -0.065627  -0.012
C  -2.013305  0.519523  0.559585  -0.637
C  -0.674385  0.084850  -1.527050  -0.647
C  1.488595  0.840482  0.599921  -0.678
C  -0.809318  -0.168802  -0.039919  -0.051
C  -0.337975  -1.265339  0.624465  0.110
O  0.934993  -1.706223  0.532956  -0.500
H  -0.783029  -1.588379  1.557728  0.175
H  2.860351  -1.270200  0.195288  0.194
H  1.708115  -0.735047  -1.124439  0.162
H  -0.248830  1.073519  -1.719723  0.211
H  -2.930755  0.151613  0.094698  0.210
H  -1.976256  1.592599  0.368665  0.212
H  -2.098319  0.344326  1.629742  0.214
H  -0.068174  -0.648755  -2.052761  0.214
H  -1.667629  0.063173  -1.981251  0.219
H  0.673993  1.553764  0.633586  0.212
H  2.284809  1.364456  0.079327  0.190
H  1.785339  0.696324  1.634809  0.202

Cartesian forces (eV/Å) of the 6 atoms listed first:
-2.38 3.49 0.58
-0.09 -0.36 -0.16
0.69 0.39 0.33
2.92 -1.79 -0.31
-1.44 -2.27 -0.04
0.10 2.30 0.00

Properties
E_tot = -8460.7108 eV
Frontier orbital gap = 9.0 eV
Energy above the lowest of the compared OMol25 structures with the same formula, charge and spin = 351.5 kJ/mol
HOMO = -8.10 eV
2S+1 = 1

=====

energy above the lowest of the compared OMol25 structures with the same formula, charge and spin of number 2 (C50H42BiN4O4P2)? 73.2 kJ/mol